Density functional theory data (the ωB97M-V functional and the def2-TZVPD basis) for a single C5H5NO molecule in a non-equilibrium geometry.

```
! RIJCOSX wB97M-V def2-TZVPD def2/J DEFGRID3
* xyz 0 1
H -1.07679 -1.28117 -0.68975
H -1.79051 -0.01127 -1.76586
O 1.13097 1.50518 1.40758
C 2.49593 -1.18116 0.07072
H -1.82591 -0.11707 1.19819
N -1.91824 0.44762 0.35853
C -0.60346 0.88165 -0.13742
C 1.57532 -0.41913 0.21538
H 3.30258 -1.86877 -0.05638
C 0.70792 0.69702 0.60839
H -0.64512 1.92992 -0.44383
C -1.32251 -0.21480 -0.80688
*
```

Summary:
**Gap between HOMO and LUMO**: 0.3648 Eh
**HOMO level**: -10.0 eV
**Energy above the lowest of the compared OMol25 structures with the same formula, charge and spin**: 82.97 kcal/mol
**SMILES**: C#CC(=O)[C@H]1CN1
**Calculated total energy**: -323.3875 a.u.